Entry 1:
ORCA calculation (ωB97M-V/def2-TZVPD) on a 2-piece molecular cluster, CH3NO5 overall at a distorted geometry.

Its electronic energy is -12807.7103 eV. The HOMO energy (spin up / spin down) is -10.166 / -10.165 eV. The value obtained for the energy above the lowest of the compared OMol25 structures with the same formula, charge and spin is 318.20 kJ/mol. For the molar mass, the calculation gives 109.037 Da. As for the LUMO energy (spin up / spin down): -0.958 / -0.958 eV.

```
! RIJCOSX wB97M-V def2-TZVPD def2/J DEFGRID3
* xyz 0 1
C -0.279 0.083 -0.579
N -1.423 -0.911 -0.687
O -2.506 -0.303 -0.552
O -1.191 -2.092 -0.684
O 0.887 -0.198 -1.251
O -0.592 1.279 -0.372
O -0.027 -0.731 1.260
H 1.521 0.520 -1.366
H -1.346 1.322 0.180
H 0.450 -1.552 0.953
*
```

***

Entry 2:
ORCA calculation (ωB97M-V/def2-TZVPD) on CH3NOP2 as an isolated structure at a distorted geometry.

Its electronic energy is -23196.2346 eV. The HOMO energy is -7.902 eV. The value obtained for the energy above the lowest of the compared OMol25 structures with the same formula, charge and spin is 233.65 kJ/mol. For the molar mass, the calculation gives 106.989 Da. As for the LUMO energy: -0.847 eV.

```
! RIJCOSX wB97M-V def2-TZVPD def2/J DEFGRID3
* xyz 0 1
C -0.742 -1.861 -0.455
N 2.660 -0.611 -0.010
O -0.732 -2.932 0.030
P 3.941 0.081 -0.048
P 0.310 -0.387 0.391
H -0.941 0.077 0.987
H 0.977 0.284 1.431
H 0.123 0.842 -0.286
*
```

***

Entry 3:
ORCA calculation (ωB97M-V/def2-TZVPD) on one molecule with the formula CH3NOP2S at a distorted geometry.

Its electronic energy is -34035.1508 eV. The HOMO energy is -8.559 eV. The value obtained for the energy above the lowest of the compared OMol25 structures with the same formula, charge and spin is 133.51 kJ/mol. For the molar mass, the calculation gives 139.056 Da. As for the LUMO energy: -0.476 eV.

```
! RIJCOSX wB97M-V def2-TZVPD def2/J DEFGRID3
* xyz 0 1
C 2.017 -0.135 0.754
N 0.806 0.361 0.483
O -1.527 1.080 -0.159
P 0.028 1.563 -0.100
P -2.164 -0.554 -0.115
S 2.819 -0.957 -0.398
H 2.360 0.070 1.840
H -1.217 -1.177 -1.052
H -3.122 -0.251 -1.252
*
```

***

Entry 4:
ORCA calculation (ωB97M-V/def2-TZVPD) on one molecule with the formula CH3NOP2S at a distorted geometry.

Its electronic energy is -34032.4359 eV. The HOMO energy (spin up / spin down) is -9.051 / -9.103 eV. The value obtained for the energy above the lowest of the compared OMol25 structures with the same formula, charge and spin is 395.46 kJ/mol. For the molar mass, the calculation gives 139.056 Da. As for the LUMO energy (spin up / spin down): -2.069 / -2.342 eV.

```
! RIJCOSX wB97M-V def2-TZVPD def2/J DEFGRID3
* xyz 0 1
C 0.411 -1.233 0.983
N 1.411 -0.618 0.430
O -0.136 1.670 -2.726
P -1.353 -1.213 0.668
P -0.341 1.000 -1.436
S 1.577 0.582 -0.575
H 0.641 -2.186 1.414
H -1.599 -0.023 1.603
H -0.612 2.021 -0.361
*
```

***

Entry 5:
ORCA calculation (ωB97M-V/def2-TZVPD) on a 2-piece molecular cluster, CH3NOS overall at a distorted geometry.

Its electronic energy is -15453.8452 eV. The HOMO energy (spin up / spin down) is -8.990 / -9.996 eV. The value obtained for the energy above the lowest of the compared OMol25 structures with the same formula, charge and spin is 478.93 kJ/mol. For the molar mass, the calculation gives 77.108 Da. As for the LUMO energy (spin up / spin down): -0.872 / -1.377 eV.

```
! RIJCOSX wB97M-V def2-TZVPD def2/J DEFGRID3
* xyz 0 1
C 0.887 0.653 -0.551
N 0.239 -0.457 -0.730
O -1.279 0.606 0.830
S -1.245 -0.580 0.039
H 1.919 0.658 -0.892
H 0.397 1.534 -0.117
H -0.918 -2.415 1.422
*
```

***

Entry 6:
ORCA calculation (ωB97M-V/def2-TZVPD) on one molecule with the formula CH3NOS at a distorted geometry.

Its electronic energy is -15457.2098 eV. The HOMO energy is -9.187 eV. The value obtained for the energy above the lowest of the compared OMol25 structures with the same formula, charge and spin is 154.30 kJ/mol. For the molar mass, the calculation gives 77.108 Da. As for the LUMO energy: 0.574 eV.

```
! RIJCOSX wB97M-V def2-TZVPD def2/J DEFGRID3
* xyz 0 1
C 0.390 -0.864 -1.043
N -0.493 0.871 0.776
O 0.921 -1.564 -1.834
S 1.104 0.388 0.338
H -0.591 -0.912 -0.746
H -0.488 1.832 1.065
H -0.843 0.249 1.445
*
```

***

Entry 7:
ORCA calculation (ωB97M-V/def2-TZVPD) on one molecule with the formula CH3NOS at a distorted geometry.

Its electronic energy is -15455.6983 eV. The HOMO energy is -9.946 eV. The value obtained for the energy above the lowest of the compared OMol25 structures with the same formula, charge and spin is 300.14 kJ/mol. For the molar mass, the calculation gives 77.108 Da. As for the LUMO energy: 0.318 eV.

```
! RIJCOSX wB97M-V def2-TZVPD def2/J DEFGRID3
* xyz 0 1
C -1.079 -0.114 -0.336
N -0.291 0.859 -0.161
O 1.400 -1.054 0.032
S 1.331 0.528 0.062
H -2.179 -0.144 -0.523
H -0.451 -1.099 -0.496
H 1.268 1.024 1.421
*
```

***

Entry 8:
ORCA calculation (ωB97M-V/def2-TZVPD) on a 2-piece molecular cluster, CH3NOS overall at a distorted geometry.

Its electronic energy is -15452.0035 eV. The HOMO energy (spin up / spin down) is -9.910 / -8.001 eV. The value obtained for the energy above the lowest of the compared OMol25 structures with the same formula, charge and spin is 656.63 kJ/mol. For the molar mass, the calculation gives 77.108 Da. As for the LUMO energy (spin up / spin down): -0.492 / -0.418 eV.

```
! RIJCOSX wB97M-V def2-TZVPD def2/J DEFGRID3
* xyz 0 1
C 0.935 -0.325 0.351
N 0.104 0.505 0.125
O -2.144 -0.878 -0.225
S -1.668 0.479 -0.039
H 3.101 0.625 0.590
H 1.124 -1.358 0.552
H -1.452 0.953 -1.353
*
```

***

Entry 9:
ORCA calculation (ωB97M-V/def2-TZVPD) on a 2-piece molecular cluster, CH3NOS overall at a distorted geometry.

Its electronic energy is -15457.1798 eV. The HOMO energy is -9.025 eV. The value obtained for the energy above the lowest of the compared OMol25 structures with the same formula, charge and spin is 157.19 kJ/mol. For the molar mass, the calculation gives 77.108 Da. As for the LUMO energy: 0.776 eV.

```
! RIJCOSX wB97M-V def2-TZVPD def2/J DEFGRID3
* xyz 0 1
C 0.181 -0.761 -2.884
N -0.388 0.329 0.263
O 1.034 -1.137 -3.518
S 0.990 -0.764 0.332
H 1.542 0.125 1.205
H -1.204 -0.077 0.553
H -0.351 1.114 -0.315
*
```

***

Entry 10:
ORCA calculation (ωB97M-V/def2-TZVPD) on a 2-piece molecular cluster, CH3NOS2 overall at a distorted geometry.

Its electronic energy is -26288.8758 eV. The HOMO energy (spin up / spin down) is -8.828 / -9.601 eV. The value obtained for the energy above the lowest of the compared OMol25 structures with the same formula, charge and spin is 394.93 kJ/mol. For the molar mass, the calculation gives 109.175 Da. As for the LUMO energy (spin up / spin down): -0.803 / -1.838 eV.

```
! RIJCOSX wB97M-V def2-TZVPD def2/J DEFGRID3
* xyz 0 1
C 1.536 -0.190 0.645
N 2.092 0.901 0.685
O 0.130 -0.256 0.405
S -2.239 0.617 0.527
S -2.056 -0.708 -0.899
H 2.357 -1.071 0.814
H -0.240 0.635 -0.254
H -1.579 0.071 -1.923
*
```

***

Entry 11:
ORCA calculation (ωB97M-V/def2-TZVPD) on CH3NOS2 as an isolated structure at a distorted geometry.

Its electronic energy is -26289.5271 eV. The HOMO energy is -9.431 eV. The value obtained for the energy above the lowest of the compared OMol25 structures with the same formula, charge and spin is 332.08 kJ/mol. For the molar mass, the calculation gives 109.175 Da. As for the LUMO energy: -1.224 eV.

```
! RIJCOSX wB97M-V def2-TZVPD def2/J DEFGRID3
* xyz 0 1
C -0.661 0.388 0.369
N 0.687 0.718 0.056
O 1.282 -1.962 -0.243
S -1.256 -0.169 -1.322
S 0.967 -0.377 -1.164
H -0.945 -0.480 0.888
H -1.472 1.165 0.561
H 1.398 0.717 0.854
*
```

***

Entry 12:
ORCA calculation (ωB97M-V/def2-TZVPD) on one molecule with the formula CH3NOS2 at a distorted geometry.

Its electronic energy is -26291.2291 eV. The HOMO energy is -9.685 eV. The value obtained for the energy above the lowest of the compared OMol25 structures with the same formula, charge and spin is 167.87 kJ/mol. For the molar mass, the calculation gives 109.175 Da. As for the LUMO energy: -0.596 eV.

```
! RIJCOSX wB97M-V def2-TZVPD def2/J DEFGRID3
* xyz 0 1
C 0.039 0.856 -0.300
N 0.644 -0.105 0.674
O -1.330 -2.026 0.326
S 0.133 -0.177 -1.807
S 0.195 -1.579 -0.125
H -0.902 1.249 -0.181
H 0.733 1.736 -0.288
H 0.488 0.046 1.702
*
```

***

Entry 13:
ORCA calculation (ωB97M-V/def2-TZVPD) on one molecule with the formula CH3NP2 at a distorted geometry.

Its electronic energy is -21150.0910 eV. The HOMO energy is -8.325 eV. The value obtained for the energy above the lowest of the compared OMol25 structures with the same formula, charge and spin is 156.55 kJ/mol. For the molar mass, the calculation gives 90.990 Da. As for the LUMO energy: -0.350 eV.

```
! RIJCOSX wB97M-V def2-TZVPD def2/J DEFGRID3
* xyz 0 1
C 2.254 -0.649 0.008
N 3.348 -0.737 -0.238
P 0.402 -0.236 0.375
P -1.535 -1.096 -0.071
H 0.464 0.948 -0.358
H 0.708 0.170 1.582
H -1.338 -1.423 -1.489
*
```

***

Entry 14:
ORCA calculation (ωB97M-V/def2-TZVPD) on one molecule with the formula CH3NS2 at a distorted geometry.

Its electronic energy is -24244.2905 eV. The HOMO energy is -8.746 eV. The value obtained for the energy above the lowest of the compared OMol25 structures with the same formula, charge and spin is 176.07 kJ/mol. For the molar mass, the calculation gives 93.176 Da. As for the LUMO energy: 0.732 eV.

```
! RIJCOSX wB97M-V def2-TZVPD def2/J DEFGRID3
* xyz 0 1
C 0.224 0.770 0.313
N -0.081 -0.352 -0.191
S 0.927 0.586 1.936
S -0.514 -0.568 -1.871
H 0.268 1.611 -0.297
H 0.562 -0.570 1.545
H -1.386 -1.477 -1.435
*
```

***

Entry 15:
ORCA calculation (ωB97M-V/def2-TZVPD) on a 2-piece molecular cluster, CH3NS2 overall at a distorted geometry.

Its electronic energy is -24243.2102 eV. The HOMO energy is -9.291 eV. The value obtained for the energy above the lowest of the compared OMol25 structures with the same formula, charge and spin is 280.31 kJ/mol. For the molar mass, the calculation gives 93.176 Da. As for the LUMO energy: 0.041 eV.

```
! RIJCOSX wB97M-V def2-TZVPD def2/J DEFGRID3
* xyz 0 1
C -2.364 1.021 -0.221
N 0.887 -0.689 0.114
S -2.102 -0.448 0.020
S 1.141 1.038 0.025
H -0.272 1.217 0.138
H 1.614 -1.114 0.712
H 1.095 -1.025 -0.788
*
```

***

Entry 16:
ORCA calculation (ωB97M-V/def2-TZVPD) on CH3NS2 as an isolated structure at a distorted geometry.

Its electronic energy is -24243.1478 eV. The HOMO energy (spin up / spin down) is -7.940 / -7.941 eV. The value obtained for the energy above the lowest of the compared OMol25 structures with the same formula, charge and spin is 286.34 kJ/mol. For the molar mass, the calculation gives 93.176 Da. As for the LUMO energy (spin up / spin down): -0.613 / -0.612 eV.

```
! RIJCOSX wB97M-V def2-TZVPD def2/J DEFGRID3
* xyz 0 1
C 0.279 1.419 -0.521
N -0.183 -1.125 0.731
S 0.422 2.297 -1.789
S -0.219 -0.877 -0.864
H -0.058 1.590 0.467
H -0.902 -1.642 1.071
H 0.661 -1.663 0.906
*
```

***

Entry 17:
ORCA calculation (ωB97M-V/def2-TZVPD) on an isolated ion of composition CH3O2 and charge -1 at a distorted geometry.

Its electronic energy is -5179.7672 eV. The HOMO energy is -2.134 eV. The value obtained for the energy above the lowest of the compared OMol25 structures with the same formula, charge and spin is 53.78 kJ/mol. For the molar mass, the calculation gives 47.033 Da. As for the LUMO energy: 4.957 eV.

```
! RIJCOSX wB97M-V def2-TZVPD def2/J DEFGRID3
* xyz -1 1
O 0.985 -0.137 0.517
H 0.903 -1.015 0.255
O -1.007 -0.370 -0.512
C -0.104 0.497 -0.070
H 0.449 1.153 -0.760
H -0.553 0.933 0.887
*
```

***

Entry 18:
ORCA calculation (ωB97M-V/def2-TZVPD) on CH3O2P as an isolated structure at a distorted geometry.

Its electronic energy is -14466.3652 eV. The HOMO energy is -9.432 eV. The value obtained for the energy above the lowest of the compared OMol25 structures with the same formula, charge and spin is 331.77 kJ/mol. For the molar mass, the calculation gives 78.007 Da. As for the LUMO energy: -1.305 eV.

```
! RIJCOSX wB97M-V def2-TZVPD def2/J DEFGRID3
* xyz 0 1
C -0.744 -1.016 0.265
O 0.349 2.338 -0.034
O -1.604 -0.141 0.485
P 1.072 1.490 -0.976
H 1.682 0.221 0.169
H -1.058 -2.103 -0.027
H 0.302 -0.790 0.118
*
```

***

Entry 19:
ORCA calculation (ωB97M-V/def2-TZVPD) on a 2-piece molecular cluster, CH3O2S overall at a distorted geometry.

Its electronic energy is -16017.2287 eV. The HOMO energy is -3.451 eV. The value obtained for the energy above the lowest of the compared OMol25 structures with the same formula, charge and spin is 53.23 kJ/mol. For the molar mass, the calculation gives 79.100 Da. As for the LUMO energy: 4.078 eV.

```
! RIJCOSX wB97M-V def2-TZVPD def2/J DEFGRID3
* xyz -1 1
S -0.739 -1.090 1.987
H -1.275 -0.218 3.044
O 0.746 0.980 -2.380
C 0.428 0.566 -1.269
O 0.960 -0.500 -0.676
H -0.585 0.910 -0.932
H 0.464 -0.649 0.225
*
```

***

Entry 20:
ORCA calculation (ωB97M-V/def2-TZVPD) on a 2-piece molecular cluster, CH3O2Si overall at a distorted geometry.

Its electronic energy is -13056.6227 eV. The HOMO energy is -3.747 eV. The value obtained for the energy above the lowest of the compared OMol25 structures with the same formula, charge and spin is 227.12 kJ/mol. For the molar mass, the calculation gives 75.119 Da. As for the LUMO energy: 1.625 eV.

```
! RIJCOSX wB97M-V def2-TZVPD def2/J DEFGRID3
* xyz -1 1
C -3.058 -1.177 -1.590
O -2.589 -0.790 -0.529
O -4.260 -1.300 -1.933
Si 0.744 0.429 2.037
H -2.290 -1.329 -2.349
H 1.134 1.823 1.648
H 1.086 -0.317 0.635
*
```